Density functional theory data (ωB97M-V/def2-TZVPD) for C56H59GeN2OPS3SnTe as an isolated structure.

The geometry in ORCA input format:
```
! wB97M-V def2-TZVPD RIJCOSX def2/J DEFGRID3
* xyz 0 1
C 1.36623 -0.64424 -6.41297
C 3.04258 -2.81917 -1.93666
C 4.67384 0.53863 -4.37054
C -1.56720 3.69553 -2.10244
H -4.73109 5.02051 2.35541
Te -1.28383 -1.85280 -2.91973
C 0.64175 -5.02097 0.71659
C -5.09387 3.54560 0.83410
H -5.28177 4.29641 0.06310
H 2.77744 4.51792 4.66279
C 4.25558 1.80401 -1.94997
C -1.46445 -0.33504 3.44967
H -2.85267 -3.44532 -0.96204
C -4.55603 -1.81924 1.07495
C 1.53756 -4.38961 1.57899
H 2.57317 -4.61003 -3.01162
C -1.88369 -4.78506 0.40518
C 0.79322 -6.38789 0.48069
H -0.69046 3.40872 -4.05158
C -1.07445 4.39340 4.60949
C -0.26702 4.17541 -1.44745
C 1.77652 -7.11366 1.13576
C -0.50874 -4.24481 0.18228
H -4.20479 0.13736 -1.67985
C 1.56731 1.61355 2.24489
H 4.83958 0.03201 -5.31509
C -0.42730 5.61242 4.49110
H 4.23461 -1.27883 -3.33835
S 1.49655 -1.43500 -4.89574
N 0.72070 0.67881 2.37137
N -0.25640 0.39137 1.43945
H -0.69461 5.89095 -3.71703
H -5.21994 -2.55610 1.50786
C -0.33857 3.22061 4.74522
H -2.37629 5.21085 2.19009
C -3.37191 -6.42709 1.39583
C 4.31984 -0.20562 -3.25151
C -0.28193 -1.89798 -0.95164
H 4.10912 2.31815 -1.01077
H 5.40411 -2.54459 0.47888
S 2.87850 1.65012 3.47132
C 3.19663 -4.16012 -2.24689
C -2.46749 -0.56897 1.15510
Ge -0.23567 3.93999 0.51840
H 1.47922 6.60537 4.42250
H 4.73297 3.61808 -2.98360
C 2.63176 -6.48397 2.03164
H -2.91783 5.06160 0.52348
H 1.22478 1.12999 5.13148
H -3.15179 -1.96520 2.65125
C -2.98297 -4.28800 -0.30173
H -2.34784 2.55828 0.64021
H -1.67465 5.46330 -5.12042
H 1.85806 -8.18097 0.96664
C 4.79686 -0.07287 0.65008
C -4.44297 -5.93562 0.66547
H -5.42297 -6.38814 0.75642
H -4.59946 2.69136 0.36497
H 5.77139 -0.30285 0.22047
H 0.08312 5.30663 1.15769
H -2.45960 5.87499 -3.59367
H -2.48341 -0.14606 3.77735
H -1.29459 -6.25609 1.85961
C -4.87084 -1.19912 -0.14188
H 0.13056 -6.88538 -0.21847
H -1.73354 2.82752 2.27096
C -0.33148 -3.05111 -0.37786
H 2.22073 -0.61198 -7.07360
C 4.61256 2.54439 -3.06706
H -2.42270 4.22991 -1.67250
C -1.56971 3.89770 -3.61940
H -5.06052 -4.45447 -0.76558
H 2.58591 2.09432 5.75164
C -2.83295 4.52175 1.47465
H 4.75527 0.98494 0.90437
H 0.58536 3.65023 -1.88254
S 1.72314 2.92579 1.07354
C 1.04835 3.25942 4.79111
H -2.45008 3.39805 -4.03377
C -4.24028 -4.85385 -0.18018
C 4.80786 1.91418 -4.28843
H 1.44259 -3.32255 1.74766
C 3.82527 -2.20760 -0.95401
H -0.85727 2.27013 4.82515
H -0.78572 0.31972 3.97528
C 1.85315 1.99822 4.95042
H -1.20265 -1.36520 3.70975
H -0.17959 0.39877 -7.49477
O -1.90932 0.73796 -0.78444
C 4.93110 -4.32457 -0.59997
H -5.80928 -1.42775 -0.63505
C 4.14520 -4.91834 -1.57426
H 5.06901 2.49216 -5.16660
C -0.73026 -0.35670 -5.48377
H 4.25275 -5.97336 -1.79439
H 4.64258 -0.64104 1.56826
C -1.33336 -0.15902 1.95375
H 5.67575 -4.91460 -0.07879
C -2.73498 -0.02855 -0.13328
C -1.91536 3.30589 1.30757
C 0.96314 5.65670 4.51335
C -3.39157 -1.48293 1.71198
H -4.14701 3.40867 2.76846
C -3.99029 -0.32119 -0.72293
H 3.17754 -4.61801 2.93859
H 3.38543 -7.05690 2.55792
C -1.59766 5.36793 -4.03615
C -0.12186 -1.04961 -4.47375
H 2.29692 -2.23472 -2.45954
C -2.11264 -5.85829 1.27458
C 2.51654 -5.11743 2.23956
H -1.75746 -0.01800 -5.41716
H -2.15821 4.35131 4.60317
H -1.00118 6.52617 4.39593
H -6.05834 3.21118 1.21861
Sn 0.23324 0.24524 -0.89312
H -1.71104 2.63739 -1.89720
H -3.51210 -7.27533 2.05580
C 4.08736 0.41727 -2.02756
C 4.77297 -2.97970 -0.28606
C -4.23405 4.13370 1.95268
C 1.69341 4.48985 4.66035
C 0.12385 -0.12599 -6.59901
H -0.12070 5.24266 -1.62793
P 3.45170 -0.46587 -0.54046
*
```

Calculated values
largest force on an atom	0.896	eV Å⁻¹
ΔE to the lowest compared entry with this formula, charge and spin	182.80	kJ/mol
total energy	-6449.15822	Eh
gap between HOMO and LUMO	6.834	eV


Density functional theory data (ωB97M-V/def2-TZVPD) for one molecule with the formula C3H3NS2.

The geometry in ORCA input format:
```
! wB97M-V def2-TZVPD RIJCOSX def2/J DEFGRID3
* xyz 0 1
H 0.11718 -1.60324 0.51372
S 0.68259 1.33890 1.66131
N -2.43375 0.87283 -0.14962
C -1.29997 0.71039 -0.09029
C 0.37704 -1.02703 -0.25561
C 0.10303 0.41830 0.16315
S 1.23494 1.78479 -0.21913
H 1.37126 -1.17869 -0.39117
H -0.15232 -1.31626 -1.23235
*
```

Calculated values
largest force on an atom	4.214	eV Å⁻¹
ΔE to the lowest compared entry with this formula, charge and spin	71.32	kJ/mol
total energy	-967.18881	Eh
gap between HOMO and LUMO	8.634	eV


Density functional theory data (ωB97M-V/def2-TZVPD) for a 13-piece molecular cluster, C35H55IN12O4 overall.

The geometry in ORCA input format:
```
! wB97M-V def2-TZVPD RIJCOSX def2/J DEFGRID3
* xyz 0 1
H 1.67664 1.15909 1.64573
H 2.90436 4.27929 -2.78494
H 0.27218 9.16464 -6.72579
C -0.74115 -0.10450 3.29155
H 4.41034 3.42457 -2.42624
H 1.37981 -0.36447 -3.53114
H -2.29106 -2.86325 6.90204
H -0.68111 3.71014 0.01336
H -4.24784 -2.04714 3.22531
H -1.90713 -4.02700 4.84302
H -10.18700 0.62231 -0.10002
C 1.85844 0.24364 2.19593
C 0.07436 1.92301 -0.76335
H 3.57526 1.29584 0.31329
N -4.42393 -5.16456 3.53450
N -0.02120 6.25018 -7.86715
N 1.07356 3.99598 -3.94903
N -4.70060 -0.22095 1.31037
C 0.92511 0.61114 -5.33102
H -9.06424 0.35032 -1.44467
O 0.20242 0.63864 4.05535
N 0.49601 0.86306 -0.62242
C -9.93360 -0.04319 -0.92214
H -0.80367 0.26409 2.27075
H -6.12087 -2.95432 0.64978
H -10.77247 -0.09483 -1.61257
H 5.76904 -4.11857 -0.16616
N -1.94176 -2.93949 -3.20666
C -4.02726 -3.77706 7.60447
C 1.45505 4.10806 -5.03053
C -1.05228 -2.84446 -5.65403
H -1.87102 -3.00415 -6.35193
H 0.49984 -1.89905 3.34512
H 1.13122 4.02556 -7.08958
C 1.95282 4.17396 -6.39372
N -5.05266 -4.23712 7.36667
H -5.13466 -2.54640 -0.76656
O 4.49530 0.37530 5.86455
H 1.51532 2.32149 4.78759
H 4.21363 -4.84857 -0.60160
H 1.07379 -3.87545 5.33982
C -4.46104 -4.04824 3.80240
C 3.66638 0.22311 0.46570
C -9.63891 -1.37461 -0.40450
C -2.69578 -3.23347 7.84225
H -6.71757 -1.78106 -0.53098
H 1.41011 9.04210 -8.08036
N 4.63963 2.37328 -4.78461
H 0.25495 3.87497 -1.48670
C 2.13138 1.92432 3.97645
H -0.98001 -2.01255 2.41558
O -1.22210 -2.15510 4.45347
H 0.98626 1.35599 -3.37458
N 4.52985 -2.31015 -2.41624
H 0.00678 -2.97427 6.36849
H -5.47467 -2.34135 4.46812
C -4.48434 -2.62455 4.11694
C 3.57200 0.62670 5.11955
C 0.73634 0.43430 -3.89518
H -0.23321 -4.73568 6.19528
H 5.64141 -5.13531 -1.61541
H 1.77190 -0.19810 5.63420
C 1.56308 0.49672 3.68703
C -5.82951 -2.15424 -0.02783
H 3.01129 -0.34357 -0.18691
H 2.62092 -1.28628 4.59596
H 5.53951 -0.62938 -5.11354
C 4.79398 -3.23286 -1.79000
C 0.44316 7.25723 -7.56989
H 1.27375 -0.54905 1.74288
H -2.04124 -4.01159 8.22906
C 3.18942 3.81631 -0.76992
H 1.84519 8.38092 -6.49339
H -1.38463 3.20617 -1.53727
C 3.32310 -0.11050 1.91914
I 3.60529 -2.25223 2.11813
H 2.40353 5.14496 -6.58284
H -2.74290 -2.41672 8.55923
C 5.12563 -4.40509 -0.99511
C 2.40303 -0.23885 4.74129
C 1.02846 8.53921 -7.19465
C -5.19687 -1.07396 0.71979
H -1.70895 0.10162 3.74037
C -1.55170 -2.90229 -4.28488
H 4.06688 -0.42398 -6.09142
H -3.75344 -2.40316 4.89166
C 4.53764 -0.20915 -5.13340
H 4.01088 0.44371 2.54530
N 2.78046 3.47330 0.25171
C -0.46711 3.26158 -0.95479
O 3.44726 1.83773 4.50824
H 4.26197 5.14080 -1.99724
H 4.68111 -0.10862 0.26722
H -0.30026 -3.61554 -5.80606
N -9.40668 -2.42092 0.00763
C 0.04798 -3.81963 5.68950
C -0.54813 -1.59617 3.33107
H -0.60729 -1.86928 -5.84486
H -0.30037 0.17551 -3.68695
H 3.95008 -0.64883 -4.33145
H 2.00037 2.64466 3.17815
N 1.07614 0.74958 -6.46304
C 3.72758 4.19592 -2.07274
H 2.69875 3.39502 -6.54086
C 4.60165 1.23592 -4.94478
H -0.67065 -3.98283 3.62557
C -0.96673 -3.54825 4.57704
*
```

Calculated values
largest force on an atom	2.330	eV Å⁻¹
total energy	-2622.25518	Eh
gap between HOMO and LUMO	9.586	eV


Question: Number 1 is which compound?
Answer: C56H59GeN2OPS3SnTe


Question: Among the records above, which one has the lowest gap between HOMO and LUMO?
Answer: C56H59GeN2OPS3SnTe


Question: Number 1 is which compound?
Answer: C56H59GeN2OPS3SnTe


Question: Which of these has the highest total energy?
Answer: C3H3NS2